ORCA calculation (wB97M-V/def2-TZVPD) on one molecule with the formula C5H16N6.

Properties
- highest occupied orbital energy (eV) = -7.44
- relative energy (zero: lowest compared OMol25 entry of this formula, charge and spin) (eV) = 1.0190
- SMILES string = CN1NNNN(C(C)(C)C)N1
- spin multiplicity = 1
- orbital gap (eV) = 8.3

Bonds (Å) are listed after each position.
Element x y z (Å)
1 N -0.295 1.525 -0.170  N3 1.422, N4 1.387, H13 1.010
2 N -0.707 -0.802 -0.339  N4 1.636, N6 1.537, H17 1.120
3 N -1.572 1.843 0.369  N1 1.422, N5 1.525, H20 0.945
4 N 0.162 0.356 0.421  N1 1.387, N2 1.636, C8 1.456
5 N -2.525 0.923 -0.384  N3 1.525, N6 1.476, H12 1.032
6 N -2.123 -0.408 0.111  N2 1.537, N5 1.476, C9 1.410
7 C 1.949 -1.146 0.812  C8 1.536, H14 1.028, H22 1.070, H27 1.174
8 C 1.542 0.109 0.026  N4 1.456, C7 1.536, C10 1.578, C11 1.565
9 C -3.132 -1.389 0.199  N6 1.410, H18 1.169, H21 1.077, H25 1.070
10 C 1.828 -0.259 -1.481  C8 1.578, H23 1.124, H24 1.025, H26 1.090
11 C 2.298 1.327 0.656  C8 1.565, H15 1.109, H16 1.149, H19 1.163
12 H -3.510 1.158 -0.184  N5 1.032
13 H -0.505 1.336 -1.140  N1 1.010
14 H 2.965 -1.240 0.940  C7 1.028
15 H 3.392 1.388 0.486  C11 1.109
16 H 1.766 2.280 0.296  C11 1.149
17 H -0.601 -1.786 0.184  N2 1.120
18 H -3.362 -1.836 -0.857  C9 1.169
19 H 2.223 1.282 1.815  C11 1.163
20 H -1.781 2.704 0.040  N3 0.945
21 H -2.713 -2.098 0.892  C9 1.077
22 H 1.530 -1.132 1.795  C7 1.070
23 H 2.843 -0.735 -1.412  C10 1.124
24 H 1.140 -0.992 -1.680  C10 1.025
25 H -4.032 -0.967 0.595  C9 1.070
26 H 1.692 0.588 -2.153  C10 1.090
27 H 1.529 -2.029 0.161  C7 1.174

---

ORCA calculation (wB97M-V/def2-TZVPD) on a 2-piece molecular cluster, C5H16NO overall.

Properties
- highest occupied orbital energy (alpha / beta) (eV) = -3.21 / -11.55
- relative energy (zero: lowest compared OMol25 entry of this formula, charge and spin) (eV) = 1.4583
- spin multiplicity = 2
- orbital gap (alpha / beta) (eV) = 4.1 / 12.2
- expectation value of S² = 0.75

Bonds (Å) are listed after each position.
Element x y z (Å)
1 O 0.371 -0.171 -3.354  H18 0.958, H23 0.915
2 N -1.103 0.860 -1.003  C5 1.492, H11 1.035, H15 1.047, H19 1.059
3 C -0.651 -1.607 1.803  C4 1.518, H8 1.098, H17 1.083, H22 1.094
4 C -0.119 -0.659 0.743  C3 1.518, C5 1.542, C6 1.539, H9 1.092
5 C -1.392 0.013 0.192  N2 1.492, C4 1.542, H10 1.075, H21 1.081
6 C 0.952 0.288 1.314  C4 1.539, C7 1.531, H13 1.100, H16 1.094
7 C 1.919 0.960 0.336  C6 1.531, H12 1.088, H14 1.091, H20 1.087
8 H 0.194 -1.928 2.426  C3 1.098
9 H 0.390 -1.102 -0.114  C4 1.092
10 H -2.207 -0.651 -0.031  C5 1.075
11 H -0.822 0.312 -1.835  N2 1.035
12 H 2.847 1.084 0.890  C7 1.088
13 H 0.452 0.984 2.003  C6 1.100
14 H 2.124 0.299 -0.507  C7 1.091
15 H -1.741 1.640 -1.289  N2 1.047
16 H 1.521 -0.286 2.051  C6 1.094
17 H -1.177 -2.470 1.416  C3 1.083
18 H -0.034 0.419 -3.990  O1 0.958
19 H -0.294 1.536 -0.911  N2 1.059
20 H 1.571 1.922 -0.031  C7 1.087
21 H -1.748 0.705 0.943  C5 1.081
22 H -1.247 -1.122 2.583  C3 1.094
23 H 0.196 -1.025 -3.633  O1 0.915

---

ORCA calculation (wB97M-V/def2-TZVPD) on a 2-piece molecular cluster, C5H16NO2 overall.

Properties
- highest occupied orbital energy (eV) = -14.47
- relative energy (zero: lowest compared OMol25 entry of this formula, charge and spin) (eV) = 3.3129
- spin multiplicity = 1
- orbital gap (eV) = 11.3
- net charge = +1

Bonds (Å) are listed after each position.
Element x y z (Å)
1 O 2.457 -0.257 0.278  C4 1.518, H17 1.017
2 O -1.504 -0.665 2.711  H12 1.020, H23 0.970
3 N 0.308 0.533 1.058  C8 1.582, H10 0.983, H13 1.035, H20 1.073
4 C 1.528 -1.055 -0.619  O1 1.518, C8 1.475, H15 1.136, H22 1.221
5 C -2.040 0.326 -0.914  C6 1.544, H9 1.145, H14 1.036, H19 1.132
6 C -0.567 0.057 -1.290  C5 1.544, C7 1.495, C8 1.542, H18 1.134
7 C -0.021 1.357 -1.786  C6 1.495, H11 1.087, H16 1.186, H24 1.248
8 C 0.246 -0.525 -0.117  N3 1.582, C4 1.475, C6 1.542, H21 1.261
9 H -2.026 0.154 0.218  C5 1.145
10 H 0.889 0.389 1.837  N3 0.983
11 H 0.965 1.369 -2.244  C7 1.087
12 H -2.054 0.165 2.932  O2 1.020
13 H -0.662 0.785 1.316  N3 1.035
14 H -2.340 1.242 -1.292  C5 1.036
15 H 1.885 -2.082 -0.289  C4 1.136
16 H -0.697 1.721 -2.690  C7 1.186
17 H 3.304 0.064 -0.186  O1 1.017
18 H -0.456 -0.726 -2.103  C6 1.134
19 H -2.657 -0.478 -1.420  C5 1.132
20 H 0.571 1.447 0.561  N3 1.073
21 H -0.642 -1.362 0.201  C8 1.261
22 H 1.735 -0.835 -1.802  C4 1.221
23 H -2.147 -1.360 2.923  O2 0.970
24 H -0.337 2.195 -0.916  C7 1.248